Here is an isolated ion of composition C10H18N3O2 and charge +1 at a distorted geometry from the OMol25 dataset. Energies are from the ωB97M-V functional and the def2-TZVPD basis.

The geometry in XYZ format:
```
33
Properties=species:S:1:pos:R:3:forces:R:3
C 1.371726 -0.303701 -1.958222 0.011 -0.003 0.407
C 0.833030 -0.348046 -0.544376 -0.742 0.448 1.012
C 0.699461 -1.826107 -0.017893 2.459 0.662 -1.947
C 1.911677 0.356553 0.393339 -2.238 -1.416 0.846
N 1.739485 1.840918 0.437651 0.537 -0.367 1.170
C -0.702477 0.155044 -0.572594 0.272 -0.676 3.277
N -0.972203 1.363839 -1.363109 -0.742 -0.157 1.121
O -2.045818 1.421783 -1.881674 -0.438 0.344 -0.885
O -0.202794 2.287568 -1.247147 0.992 1.433 -0.598
C -1.585429 -0.881880 -1.146374 1.043 -2.250 -2.032
C -2.650711 -1.447168 -0.610326 -1.795 0.991 0.388
C -3.405612 -0.643078 0.423824 2.556 1.389 0.041
C -2.834119 0.406448 1.062626 3.082 -2.228 -0.214
C -1.235589 0.461249 1.064085 -2.766 2.620 -4.922
N -0.717570 1.778168 1.485503 0.889 -1.035 -1.394
H 0.542751 -0.382267 -2.615054 -0.465 0.092 -1.125
H 1.927986 -1.200482 -2.057340 0.920 -0.732 -0.553
H 2.004602 0.557715 -2.209871 -0.350 -0.154 0.148
H 1.670194 -2.325376 -0.055719 0.435 0.396 0.410
H 0.248374 -2.104596 0.882171 -0.813 0.424 1.623
H 0.225132 -2.384104 -0.764107 -1.121 -0.746 -1.146
H 2.888421 -0.053656 0.079446 -0.367 0.757 0.342
H 1.577181 -0.067428 1.370977 1.119 0.732 -0.238
H 2.509418 2.450920 0.748076 -0.161 -0.734 -0.156
H 0.827134 1.995216 1.032730 0.480 -0.281 -0.024
H 1.379698 2.121376 -0.447231 -0.044 0.673 -1.332
H -1.282989 -1.349728 -2.146823 -0.065 0.869 1.486
H -3.104347 -2.274431 -1.190008 -0.006 0.638 0.814
H -4.427952 -0.636949 0.556149 -2.211 -0.962 -0.129
H -3.266896 0.998310 1.842666 -0.667 0.345 -0.055
H -0.876213 -0.352509 1.599426 1.033 -1.085 1.207
H -0.854149 1.801226 2.439855 -0.257 0.583 2.596
H -1.100473 2.623329 1.066735 -0.578 -0.567 -0.137
```
Forces are in eV/Å.

* 2S+1: 1
* E_LUMO: -0.1269 hartree
* highest occupied orbital energy: -12.361 eV
* largest force on an atom: 6.2 eV/A
* E_tot: -19215.6979 eV
* total charge: +1